Entry w
Entry from OMol25: a structure of composition C23H20I2N5OTi (ωB97M-V with the def2-TZVPD basis set).

Each line ends with the Löwdin charge.
Atoms and positions in Å:
Ti -0.2326 0.4081 -0.1337  1.23
I 1.3779 -3.6819 6.0535  1.02
C 0.6394 -2.4764 4.4942  -0.67
C -0.6620 -2.6622 4.0119  -0.16
C -1.1044 -1.8922 2.9592  -0.56
I -2.9666 -2.1181 1.9810  1.06
C -0.2683 -0.9238 2.3863  -0.37
O -0.6508 -0.2098 1.3514  -0.25
C 1.0531 -0.7648 2.8464  -0.16
C 1.9090 0.2150 2.0825  -0.07
N 1.7642 -0.0002 0.6026  -0.09
C 2.0483 -1.4189 0.2440  -0.09
C 0.9158 -2.1369 -0.4788  -0.23
C 1.0563 -3.4834 -0.8002  0.05
C 0.0414 -4.1377 -1.4837  0.04
C -1.1157 -3.4345 -1.8118  0.02
C -1.2010 -2.1014 -1.4516  -0.08
N -0.2000 -1.4631 -0.8211  -0.04
C 1.4948 -1.5397 3.9002  -0.08
H -1.3111 -3.4072 4.4489  0.11
H 1.6035 1.2544 2.3103  0.16
H 2.9570 0.0800 2.3815  0.16
H 2.4755 0.6003 0.1620  0.15
H 2.9611 -1.4917 -0.3647  0.16
H 2.2557 -1.9904 1.1604  0.15
H 1.9541 -4.0134 -0.5209  0.15
H 0.1532 -5.1745 -1.7666  0.14
H -1.9288 -3.9169 -2.3351  0.14
H -2.1016 -1.5140 -1.6647  0.14
H 2.5041 -1.4335 4.2678  0.12
N -0.8612 3.1097 -1.9912  0.15
C 0.1732 2.3534 -2.4696  -0.23
C 0.8219 2.8479 -3.6198  0.05
C 1.8363 2.1330 -4.2029  0.03
C 2.1950 0.9147 -3.6167  0.00
C 1.5444 0.5044 -2.4840  -0.11
N 0.5370 1.1962 -1.8696  -0.02
C -1.6879 2.9973 -0.8985  -0.23
C -2.6239 4.0324 -0.7235  0.05
C -3.4439 4.0331 0.3802  0.03
C -3.3347 2.9732 1.2841  0.01
C -2.4285 1.9726 1.0316  -0.08
N -1.5845 1.9587 -0.0393  0.00
H -1.0454 3.9413 -2.5446  0.17
H 0.5062 3.7918 -4.0357  0.14
H 2.3301 2.4936 -5.0904  0.14
H 2.9729 0.3022 -4.0407  0.13
H 1.8227 -0.4444 -2.0409  0.10
H -2.6883 4.8201 -1.4609  0.14
H -4.1532 4.8312 0.5368  0.14
H -3.9514 2.9314 2.1681  0.14
H -2.3579 1.1348 1.7165  0.10

Calculated values
Multiplicity = 1
HOMO level = -16.0 eV
Gap between HOMO and LUMO = 5.17 eV
Net charge = +3

***

Entry x
Entry from OMol25: a structure of composition C23H20I2N5OTi (ωB97M-V with the def2-TZVPD basis set).

Each line ends with the Löwdin charge.
Atoms and positions in Å:
Ti -0.6055 0.3732 0.0360  1.13
I 0.8943 0.1635 -6.4197  1.07
C 0.2663 0.7300 -4.5119  -0.68
C 1.0409 1.6212 -3.7612  -0.17
C 0.6323 1.9852 -2.4989  -0.60
I 1.6866 3.3916 -1.3578  1.12
C -0.5717 1.4662 -1.9581  -0.43
O -1.0389 1.8702 -0.7529  -0.19
C -1.3544 0.5736 -2.7381  -0.16
C -2.6588 0.1322 -2.1258  -0.07
N -2.3762 -0.4636 -0.7885  -0.10
C -2.0993 -1.9160 -0.8647  -0.09
C -1.4084 -2.3493 0.4074  -0.23
C -1.3260 -3.6758 0.7848  0.04
C -0.6877 -3.9983 1.9736  0.04
C -0.1842 -2.9707 2.7668  0.01
C -0.3118 -1.6712 2.3336  -0.07
N -0.8939 -1.3509 1.1586  -0.02
C -0.9302 0.2191 -4.0003  -0.07
H 1.9438 2.0380 -4.1870  0.11
H -3.3046 1.0016 -1.9950  0.16
H -3.1787 -0.5772 -2.7695  0.15
H -3.2009 -0.3409 -0.2019  0.17
H -3.0132 -2.4980 -0.9981  0.16
H -1.4723 -2.1139 -1.7394  0.14
H -1.7590 -4.4480 0.1618  0.15
H -0.6018 -5.0310 2.2853  0.14
H 0.2893 -3.1867 3.7144  0.14
H 0.0414 -0.8470 2.9393  0.12
H -1.5340 -0.4326 -4.6200  0.12
N 1.9278 1.1966 1.8764  0.16
C 2.2550 0.3661 0.8303  -0.27
C 3.5963 -0.0161 0.6891  0.05
C 3.9531 -0.8837 -0.3119  0.03
C 2.9717 -1.3787 -1.1861  0.01
C 1.6905 -0.9512 -1.0181  -0.08
N 1.3182 -0.0920 -0.0251  -0.01
C 0.7405 1.7912 2.2654  -0.26
C 0.7688 2.7256 3.3033  0.05
C -0.3992 3.3470 3.6850  0.04
C -1.6020 3.0133 3.0493  0.02
C -1.5720 2.0609 2.0725  -0.07
N -0.4207 1.4531 1.6794  -0.02
H 2.7253 1.5139 2.4073  0.17
H 4.3421 0.3808 1.3657  0.14
H 4.9861 -1.1865 -0.4238  0.14
H 3.2270 -2.0709 -1.9753  0.14
H 0.8993 -1.2778 -1.6877  0.12
H 1.7054 2.9639 3.7911  0.14
H -0.3868 4.0921 4.4697  0.15
H -2.5324 3.4926 3.3173  0.14
H -2.4776 1.7657 1.5537  0.13

Calculated values
Multiplicity = 1
HOMO level (spin up / spin down) = -16.7 / -16.7 eV
Gap between HOMO and LUMO (spin up / spin down) = 6.01 / 6.01 eV
Net charge = +3

***

The most stable structure shown above is entry x; the least stable is entry w.